Computed, not measured: Cl2H42O21Zn as an isolated structure at a distorted geometry, with the ωB97M-V functional and the def2-TZVPD basis.

The calculation puts the LUMO energy at -0.93 eV. The net charge is 0. Its electronic energy is -117147.438 eV. The calculation puts the HOMO energy at -9.261 eV.

Positions of all 66 atoms, in Å:
Zn 0.0508 0.1462 0.2327
Cl -1.0947 -0.4594 2.4248
Cl -1.1132 2.3161 -0.4692
O 0.4264 -2.7187 4.6229
H 0.0465 -1.8502 4.7558
H -0.0969 -3.1046 3.9205
O 0.0039 -0.0426 5.6953
H 0.1404 0.5958 4.9953
H 0.8774 -0.3887 5.8782
O -4.0018 3.3742 -1.1986
H -4.6021 2.7461 -0.7969
H -3.1330 3.0936 -0.9110
O 4.1386 0.9764 0.0172
H 4.5951 1.4014 0.7432
H 4.6685 0.2041 -0.1802
O 1.2736 -3.8383 -1.4775
H 1.1211 -4.0430 -2.4001
H 2.0480 -3.2757 -1.4814
O -0.5109 5.5270 -1.7146
H -0.4737 4.7781 -1.1196
H -0.9029 5.1782 -2.5152
O 3.1042 0.5781 -3.3879
H 3.1562 0.1963 -4.2641
H 2.7314 1.4486 -3.5271
O 2.2336 -2.0460 2.5309
H 3.1054 -2.3357 2.8000
H 1.7736 -1.8741 3.3525
O -2.6704 2.2154 3.3080
H -2.2650 1.4831 2.8437
H -3.4706 2.3983 2.8155
O -3.9878 -1.5262 1.3838
H -3.0998 -1.2238 1.5740
H -4.0313 -1.5574 0.4281
O -1.4138 -3.7236 -1.2314
H -2.2153 -4.2405 -1.3123
H -0.7091 -4.3416 -1.4254
O 3.5603 -2.0437 -1.8575
H 4.3797 -1.8248 -1.4138
H 3.4007 -1.3050 -2.4449
O 1.5793 0.9005 1.3327
H 2.4796 1.0556 1.0468
H 1.5760 1.1446 2.2583
O -3.6587 -1.3242 4.4721
H -4.4247 -0.9356 4.0496
H -2.9174 -0.8223 4.1334
O -1.3684 -0.9703 -0.9567
H -1.3349 -1.9247 -0.8914
H -1.5246 -0.7987 -1.8854
O 0.9901 0.2239 -1.6565
H 0.6886 -0.2035 -2.4582
H 1.9393 0.2888 -1.7616
O -0.2427 -1.1056 -3.7432
H 0.2100 -0.7819 -4.5220
H -0.7355 -1.8663 -4.0510
O -3.0516 0.2615 -3.0605
H -3.2573 1.0550 -3.5548
H -3.7079 0.2358 -2.3642
O 1.4254 4.3264 0.7899
H 0.8173 3.5890 0.7379
H 1.4862 4.5218 1.7250
O 0.8930 -1.8349 0.4052
H 1.3753 -1.9809 1.2190
H 0.8514 -2.6976 -0.0073
O 1.3368 2.8643 -3.5537
H 0.5973 2.4323 -3.9811
H 0.9344 3.4537 -2.9158